The following is a DFT calculation (wB97M-V/def2-TZVPD) of a structure of composition C24H30Cl3N4O6PPdS.

XYZ file:
```
70
Properties=species:S:1:pos:R:3:forces:R:3:lowdin_charge:R:1
Pd 0.594 -0.115 -0.111 -0.80 -0.34 -1.06 1.17
Cl -2.424 -0.318 -4.184 -0.02 -0.02 -0.01 0.64
C -0.779 0.366 -4.305 -0.02 -0.15 -0.01 -1.50
Cl 0.247 -0.712 -5.236 -0.02 0.08 0.01 0.67
Cl -0.874 1.938 -5.102 0.09 0.07 0.17 0.64
C -0.306 0.469 -2.823 -0.20 0.34 -0.37 -0.78
O 0.289 -0.538 -2.384 -0.12 0.58 1.02 -0.10
O -0.623 1.482 -2.164 0.11 -1.08 0.04 -0.09
N 6.164 1.898 3.333 0.15 -0.07 0.41 0.22
C 5.537 2.100 2.175 0.16 0.37 -0.29 -0.50
O 5.837 3.001 1.397 -0.46 -0.10 -0.18 0.05
C 4.409 1.158 1.862 -0.19 0.05 -0.09 -0.12
C 4.422 0.456 0.664 0.04 -0.12 0.07 0.03
C 3.342 -0.349 0.357 0.26 -0.05 0.12 -0.12
N 2.266 -0.449 1.155 0.62 0.47 0.44 -0.07
C 2.266 0.218 2.315 0.10 -0.05 0.15 -0.10
C 3.318 1.024 2.711 0.05 -0.16 -0.01 0.02
H 6.944 2.488 3.583 -0.05 0.02 -0.05 0.14
H 5.931 1.137 3.948 0.02 -0.03 -0.06 0.13
H 5.266 0.521 -0.008 -0.01 0.00 -0.02 0.14
H 3.346 -0.957 -0.542 -0.10 0.11 -0.06 0.13
H 1.406 0.072 2.957 -0.09 0.12 -0.10 0.13
H 3.264 1.552 3.654 0.03 -0.03 0.03 0.13
O -1.499 -0.181 0.390 0.95 0.54 0.26 -0.61
S -2.637 -0.756 -0.445 -0.48 -0.80 -0.10 1.01
C -2.044 -2.427 -0.980 0.02 0.30 -0.04 -0.23
C -1.024 -2.960 -0.035 0.06 0.08 0.10 -0.27
C 0.341 -2.784 -0.317 0.12 -0.24 -0.06 -0.10
C 1.300 -3.277 0.573 -0.07 -0.08 0.03 -0.08
C 0.911 -3.908 1.740 0.07 -0.01 0.08 -0.06
C -0.440 -4.092 2.010 -0.01 0.10 0.00 -0.03
C -1.401 -3.613 1.133 0.01 0.03 -0.10 -0.01
C -3.828 -1.176 0.890 0.13 0.11 -0.19 -0.25
C -4.804 -2.252 0.527 -0.14 -0.08 -0.15 -0.31
C -5.452 -2.238 -0.709 0.05 0.05 0.13 -0.06
C -6.383 -3.214 -1.023 0.03 -0.01 -0.05 -0.06
C -6.681 -4.210 -0.103 -0.02 0.00 0.02 -0.06
C -6.038 -4.234 1.126 0.01 -0.04 -0.04 -0.05
C -5.095 -3.265 1.436 0.02 0.13 0.00 -0.05
H -1.612 -2.239 -1.964 -0.07 -0.03 -0.01 0.07
H -2.924 -3.059 -1.085 -0.04 0.03 0.03 0.11
H 0.655 -2.483 -1.313 -0.12 0.10 0.08 0.10
H 2.351 -3.213 0.326 0.00 0.04 -0.01 0.11
H 1.652 -4.289 2.429 0.02 -0.04 -0.02 0.12
H -0.745 -4.623 2.902 0.00 0.00 0.02 0.12
H -2.452 -3.786 1.329 -0.01 -0.01 0.02 0.11
H -4.327 -0.224 1.081 0.05 0.01 0.02 0.11
H -3.226 -1.430 1.762 0.10 -0.01 -0.05 0.10
H -5.226 -1.452 -1.422 -0.09 0.01 -0.05 0.11
H -6.875 -3.197 -1.986 -0.03 0.00 0.01 0.11
H -7.422 -4.960 -0.341 0.01 -0.03 -0.01 0.11
H -6.266 -5.009 1.845 -0.02 0.00 0.00 0.11
H -4.610 -3.275 2.405 0.01 -0.01 0.00 0.12
N -0.597 3.956 -2.149 -0.10 0.29 0.10 0.11
C -0.082 4.222 -0.786 0.50 -0.22 0.08 -0.17
P 1.597 3.404 -0.738 -0.24 0.16 0.12 0.46
O 2.132 3.485 -2.134 0.04 0.23 -0.08 -0.32
O 1.562 2.099 -0.003 -0.35 -0.33 0.30 -0.36
C 2.667 4.642 0.186 -0.57 -0.42 0.12 -0.16
N 3.892 4.779 -0.649 0.68 -0.57 0.48 0.14
H -1.426 4.486 -2.406 0.07 0.14 0.05 0.17
H -0.802 2.907 -2.199 0.02 0.08 -0.54 0.05
H 0.167 4.113 -2.818 -0.14 0.01 -0.07 0.13
H -0.742 3.790 -0.037 -0.10 0.01 -0.08 0.11
H 0.016 5.293 -0.622 -0.06 0.01 -0.01 0.10
H 2.921 4.284 1.180 0.14 0.03 -0.02 0.10
H 2.158 5.598 0.282 0.10 0.05 -0.09 0.10
H 3.630 4.386 -1.583 0.08 -0.02 -0.04 0.12
H 4.647 4.204 -0.212 -0.23 0.34 -0.39 0.15
H 4.221 5.737 -0.747 0.06 0.04 0.06 0.17
```
Positions in Å, forces in eV/Å.

Orbital gap (alpha / beta) ... 8.2 / 6.1 eV
Total charge ... +2
Multiplicity ... 3
⟨S²⟩ ... 2.008
Highest occupied orbital energy (alpha / beta) ... -13.45 / -13.46 eV


The following is a DFT calculation (wB97M-V/def2-TZVPD) of a structure of composition C24H30CrN4O2P2S4.

XYZ file:
```
67
Properties=species:S:1:pos:R:3:forces:R:3:lowdin_charge:R:1
Cr -0.398 -0.130 0.081 0.56 -1.48 0.02 0.31
C 1.388 6.933 -0.607 -0.02 0.03 0.01 -0.09
C 1.641 6.168 -1.735 -0.01 0.00 -0.06 -0.08
C 1.520 4.787 -1.688 0.02 0.00 0.07 -0.11
C 1.163 4.153 -0.499 -0.01 -0.14 0.21 -0.37
C 0.911 4.932 0.629 0.07 -0.07 0.00 -0.10
C 1.014 6.313 0.576 -0.02 0.02 0.01 -0.08
P 0.768 2.357 -0.333 0.00 0.61 -0.65 1.08
C 1.647 1.642 -1.787 0.00 0.03 -0.01 -0.36
C 1.072 0.599 -2.511 -0.01 0.18 0.09 -0.11
C 1.771 -0.032 -3.527 0.01 -0.03 -0.06 -0.07
C 3.050 0.389 -3.855 0.00 -0.03 -0.08 -0.09
C 3.631 1.434 -3.151 0.09 -0.02 0.05 -0.09
C 2.945 2.038 -2.109 0.03 -0.16 0.08 -0.12
C -0.975 2.396 -0.908 -0.03 -0.32 0.34 -0.41
C -1.551 3.399 -1.688 -0.02 -0.05 -0.01 -0.08
C -2.898 3.321 -1.997 0.06 0.06 -0.08 -0.09
C -3.654 2.252 -1.530 -0.05 -0.03 0.03 -0.10
C -3.068 1.259 -0.763 -0.04 -0.05 0.13 -0.14
C -1.708 1.290 -0.420 -0.26 0.81 -0.51 -0.29
H 1.470 8.011 -0.653 0.01 0.00 0.00 0.10
H 1.914 6.648 -2.667 0.01 0.01 0.01 0.10
H 1.689 4.206 -2.585 0.00 0.00 -0.01 0.10
H 0.616 4.440 1.549 0.00 0.04 0.03 0.10
H 0.791 6.907 1.453 0.03 -0.01 0.02 0.10
H 0.049 0.292 -2.298 0.00 0.01 -0.12 0.09
H 1.314 -0.843 -4.080 -0.02 -0.01 0.03 0.11
H 3.590 -0.095 -4.660 -0.01 0.02 0.01 0.10
H 4.622 1.784 -3.415 -0.01 -0.04 0.02 0.10
H 3.417 2.828 -1.539 0.03 0.05 -0.02 0.10
H -0.964 4.232 -2.049 0.01 0.05 0.03 0.09
H -3.359 4.094 -2.599 0.00 0.00 0.00 0.10
H -4.708 2.196 -1.775 -0.01 0.01 0.03 0.10
H -3.690 0.444 -0.407 0.00 -0.01 -0.06 0.06
S -1.486 -3.835 2.434 -0.09 -0.01 0.00 0.53
C -1.487 -2.328 1.773 -0.08 -0.05 -0.01 -1.67
S -0.612 -0.971 2.316 -0.14 -0.05 0.58 0.52
S -2.496 -2.000 0.305 0.41 -0.14 -0.18 0.68
N 3.063 -3.188 1.996 -0.13 0.44 -0.57 0.06
C 1.720 -3.646 1.517 -0.16 0.30 -0.41 -0.23
P 1.558 -3.139 -0.285 0.73 0.29 -0.06 0.46
O 2.978 -3.235 -0.785 0.22 -0.06 0.44 -0.37
O 0.912 -1.782 -0.438 -0.59 0.09 0.23 -0.42
C 0.539 -4.448 -1.099 0.10 0.27 0.02 -0.30
N -0.568 -3.862 -1.848 -0.19 0.08 0.06 -0.06
H 3.355 -3.656 2.846 0.06 -0.06 -0.02 0.15
H 3.092 -2.091 2.152 -0.26 -0.84 -0.09 -0.04
H 3.708 -3.355 1.208 -0.01 -0.16 0.18 0.10
H 0.938 -3.221 2.137 0.05 0.02 0.12 -0.02
H 1.678 -4.733 1.570 0.04 -0.01 0.07 0.10
H 0.136 -5.122 -0.342 0.00 -0.02 0.06 0.08
H 1.236 -5.006 -1.735 0.08 -0.02 0.16 0.08
H -1.910 -2.970 -0.456 -0.25 0.07 0.11 -0.13
H -1.040 -4.558 -2.411 0.07 0.02 -0.02 0.08
H -0.239 -3.120 -2.454 -0.05 -0.03 0.00 0.07
S 3.196 -0.189 2.269 -0.08 0.48 -0.11 0.70
C 4.694 -0.167 1.510 -0.24 0.08 0.60 -0.83
N 5.664 0.725 1.799 0.13 -0.09 -0.30 0.02
C 6.946 0.325 1.234 0.09 0.00 0.04 -0.14
C 6.515 -0.717 0.191 0.05 -0.07 -0.13 -0.13
N 5.161 -1.057 0.622 -0.11 -0.40 -0.62 0.03
H 5.597 1.307 2.616 -0.16 -0.04 0.03 0.13
H 7.581 -0.121 2.005 0.00 0.02 -0.05 0.12
H 7.470 1.171 0.792 -0.01 -0.07 0.00 0.12
H 7.146 -1.606 0.198 0.05 0.09 -0.04 0.12
H 6.506 -0.300 -0.816 -0.02 0.03 -0.04 0.12
H 4.540 -1.597 0.004 0.07 0.33 0.40 0.12
```
Positions in Å, forces in eV/Å.

Orbital gap (alpha / beta) ... 6.7 / 7.5 eV
Multiplicity ... 5
⟨S²⟩ ... 6.037
Highest occupied orbital energy (alpha / beta) ... -6.66 / -7.50 eV


These records have molecular weight values of 746.35; 648.74 g/mol, in the order they appear.
These records have relative energy (zero: lowest compared OMol25 entry of this formula, charge and spin) values of 0.000; 1.728 eV, in the order they appear.